1.
Below is a molecular structure, C27H27AlNOP2Se4, with properties calculated with the ωB97M-V functional and the def2-TZVPD basis.

Geometry as XYZ:
```
63
Properties=species:S:1:pos:R:3:mulliken_charge:R:1
Al -0.157 0.375 -3.100 0.40
Se -0.089 -1.474 -4.657 -0.32
Se -2.393 -1.199 -4.198 -0.08
Se -2.882 0.916 -5.079 -0.15
Se -1.236 2.260 -4.079 -0.37
C 0.692 -0.296 0.248 -1.79
P -0.624 -0.631 -1.000 1.91
C -2.159 -0.206 -0.220 0.01
C -2.806 0.916 -0.638 -0.21
C -4.024 1.324 -0.066 -0.68
C -4.642 0.498 0.861 -0.47
C -3.986 -0.687 1.320 -0.81
C -2.766 -1.002 0.783 -0.28
C -0.613 -2.422 -1.184 0.51
C -1.800 -3.038 -1.622 -0.79
C -1.770 -4.370 -1.961 -0.79
C -0.569 -5.059 -1.933 -0.48
C 0.597 -4.452 -1.538 -0.71
C 0.599 -3.107 -1.176 -0.50
P 0.603 1.409 0.960 0.19
C 2.235 1.500 1.863 0.33
C 3.387 0.742 1.606 -0.06
C 4.609 0.981 2.237 -0.76
C 4.654 2.006 3.191 -0.34
C 3.523 2.749 3.514 -0.79
C 2.336 2.512 2.813 -0.31
C -0.472 1.109 2.401 0.35
C -1.661 1.832 2.476 -0.32
C -2.527 1.579 3.547 -0.71
C -2.235 0.554 4.450 -0.40
C -1.009 -0.118 4.403 -1.00
C -0.145 0.189 3.364 -0.14
H 1.581 -0.403 -0.356 0.74
H 0.753 -1.093 0.983 0.99
H -2.356 1.554 -1.387 0.01
H -4.398 2.314 -0.337 0.43
H -5.604 0.804 1.269 0.44
H -4.430 -1.300 2.159 0.37
H -2.225 -1.885 1.072 0.59
H -2.730 -2.456 -1.639 0.66
H -2.701 -4.867 -2.234 0.42
H -0.589 -6.110 -2.301 0.35
H 1.552 -4.999 -1.543 0.40
H 1.528 -2.581 -0.954 0.38
H 3.271 -0.064 0.877 0.27
H 5.460 0.437 1.891 0.44
H 5.609 2.295 3.628 0.35
H 3.587 3.564 4.207 0.43
H 1.457 3.139 3.053 0.29
H -2.025 2.463 1.698 0.60
H -3.525 2.046 3.552 0.41
H -2.971 0.411 5.224 0.43
H -0.843 -0.872 5.174 0.42
H 0.820 -0.304 3.171 0.38
C 3.082 2.442 -3.756 -1.18
C 2.461 1.128 -3.623 0.91
N 2.983 0.094 -4.228 -0.26
O 1.522 1.008 -2.780 -0.02
H 3.781 2.515 -4.613 0.43
H 3.630 2.679 -2.821 0.29
H 2.364 3.242 -3.897 0.27
H 3.727 0.211 -4.893 0.25
H 2.556 -0.800 -4.180 0.07
```

Its spin multiplicity is 1. As for the largest force on an atom: 1.97 eV Å⁻¹. Its LUMO energy is -3.05 eV. The charge is +1. For the electronic energy, the calculation gives -318534.1348 eV. For the HOMO-LUMO gap, the calculation gives 0.2701 hartree. As for the HOMO energy: -10.4 eV. The energy above the lowest of the compared OMol25 structures with the same formula, charge and spin comes out at 0.0 kcal/mol.



2.
Below is a molecular structure, C27H27BF3N4S2SbSr, with properties calculated with the ωB97M-V functional and the def2-TZVPD basis.

Geometry as XYZ:
```
66
Properties=species:S:1:pos:R:3:mulliken_charge:R:1
Sr 1.755 1.322 1.540 1.40
C 1.872 3.118 5.790 -0.88
N 0.651 2.649 5.175 0.25
C -0.588 3.254 5.240 -0.33
C -1.419 2.517 4.475 -0.69
N -0.704 1.471 3.936 0.12
B -1.279 0.477 2.897 0.15
N -1.859 1.284 1.676 0.62
C -2.926 0.815 0.940 -0.90
C -3.162 1.675 -0.074 -0.27
N -2.223 2.678 0.032 0.20
C -2.094 3.840 -0.820 -0.93
C -1.428 2.426 1.109 -0.27
S -0.121 3.441 1.531 -0.39
C 0.560 1.548 4.384 -0.42
S 1.861 0.470 4.140 -0.38
H 1.630 3.903 6.502 0.32
H 2.558 3.508 5.037 0.28
H 2.370 2.297 6.300 0.36
H -0.753 4.157 5.800 0.44
H -2.462 2.659 4.255 0.51
H -2.191 -0.131 3.389 -0.18
H -0.401 -0.249 2.494 0.13
H -3.425 -0.100 1.207 0.51
H -3.900 1.652 -0.857 0.47
H -2.829 3.776 -1.618 0.31
H -1.092 3.885 -1.244 0.33
H -2.255 4.749 -0.242 0.34
C -3.506 -3.844 -1.674 -0.43
C -3.219 -2.846 -2.594 -0.61
C -2.163 -1.972 -2.368 -0.40
C -1.383 -2.095 -1.224 0.54
C -1.683 -3.093 -0.300 -0.72
C -2.737 -3.965 -0.525 -0.62
Sb 0.279 -0.790 -0.809 0.96
C 0.451 0.004 -2.793 0.54
C 0.252 1.374 -2.930 -0.53
C 0.334 1.981 -4.174 -0.44
C 0.623 1.218 -5.296 -0.53
C 0.830 -0.148 -5.166 -0.68
C 0.742 -0.754 -3.921 -0.28
C 1.686 -2.400 -0.750 0.78
C 1.610 -3.487 -1.615 -0.17
C 2.539 -4.513 -1.535 -0.76
C 3.540 -4.474 -0.574 -0.47
C 3.603 -3.411 0.312 -0.73
C 2.679 -2.380 0.222 -0.27
H -4.329 -4.525 -1.851 0.38
H -3.816 -2.750 -3.492 0.39
H -1.944 -1.197 -3.093 0.42
H -1.083 -3.198 0.598 0.43
H -2.956 -4.744 0.195 0.41
H 0.046 1.978 -2.050 0.03
H 0.180 3.049 -4.268 0.40
H 0.695 1.689 -6.268 0.36
H 1.064 -0.745 -6.039 0.40
H 0.909 -1.819 -3.833 0.23
H 0.805 -3.553 -2.337 0.30
H 2.478 -5.349 -2.221 0.39
H 4.267 -5.274 -0.514 0.37
H 4.371 -3.376 1.075 0.41
H 2.753 -1.550 0.917 0.05
F 3.118 0.446 -1.307 -0.14
C 3.709 1.084 -0.186 -0.53
F 4.725 0.202 0.159 -0.26
F 4.382 2.139 -0.766 -0.31
```

Its spin multiplicity is 1. As for the largest force on an atom: 0.87 eV Å⁻¹. Its LUMO energy is 0.35 eV. For the electronic energy, the calculation gives -72273.1522 eV. For the HOMO-LUMO gap, the calculation gives 0.3129 hartree. As for the HOMO energy: -8.2 eV. The energy above the lowest of the compared OMol25 structures with the same formula, charge and spin comes out at 8.4 kcal/mol.



3.
Below is a molecular structure, C27H27BaN2OS4, with properties calculated with the ωB97M-V functional and the def2-TZVPD basis.

Geometry as XYZ:
```
62
Properties=species:S:1:pos:R:3:mulliken_charge:R:1
Ba 1.218 0.974 0.438 1.51
C -2.183 -0.266 -2.826 -2.74
C -2.464 0.075 -1.378 1.86
C -2.681 1.405 -1.008 0.73
C -2.759 2.476 -2.075 -2.35
C -2.829 1.741 0.340 1.72
C -2.917 3.191 0.766 -2.64
C -2.840 0.734 1.311 0.66
C -3.065 1.103 2.759 -2.08
C -2.630 -0.599 0.942 1.43
C -2.531 -1.659 2.021 -2.65
C -2.468 -0.933 -0.408 0.86
C -2.316 -2.377 -0.843 -2.26
H -1.651 0.544 -3.323 0.46
H -3.103 -0.454 -3.390 0.36
H -1.556 -1.152 -2.912 0.43
H -1.770 2.862 -2.343 0.35
H -3.363 3.317 -1.745 0.50
H -3.212 2.086 -2.986 0.48
H -3.954 3.539 0.825 0.38
H -2.386 3.839 0.072 0.39
H -2.454 3.340 1.740 0.47
H -2.130 1.418 3.236 0.27
H -3.476 0.270 3.327 0.49
H -3.768 1.932 2.843 0.47
H -3.516 -2.007 2.347 0.43
H -2.015 -1.269 2.898 0.44
H -1.971 -2.528 1.681 0.20
H -1.268 -2.660 -0.981 0.30
H -2.827 -2.550 -1.790 0.54
H -2.748 -3.063 -0.118 0.51
C 1.438 -5.163 1.244 -0.51
C 2.407 -5.045 0.251 -0.51
C 2.599 -3.843 -0.407 -0.45
C 1.812 -2.747 -0.076 -0.27
C 0.861 -2.857 0.929 0.33
C 0.668 -4.063 1.586 -0.74
N 1.927 -1.454 -0.684 0.77
N 2.595 -1.445 -1.724 -0.62
C 2.821 -0.217 -2.409 0.74
C 3.739 -0.375 -3.456 -0.44
C 4.082 0.705 -4.244 -0.53
C 3.490 1.936 -3.980 -0.49
C 2.578 2.065 -2.938 -0.56
C 2.182 1.005 -2.107 -0.88
H 1.294 -6.106 1.756 0.38
H 3.025 -5.897 -0.004 0.36
H 3.355 -3.733 -1.173 0.45
H 0.270 -1.988 1.199 0.21
H -0.074 -4.136 2.371 0.43
H 4.181 -1.353 -3.621 0.40
H 4.797 0.595 -5.050 0.34
H 3.743 2.797 -4.593 0.35
H 2.151 3.054 -2.777 0.33
O 4.400 5.008 5.302 -0.63
C 3.726 4.244 4.645 0.55
S 2.124 4.622 4.023 -0.20
C 1.744 3.047 3.315 -0.06
C 2.690 2.089 3.458 0.08
S 2.652 0.427 2.912 -0.58
S 4.159 2.571 4.316 -0.21
S 0.195 2.931 2.511 -0.58
```

Its spin multiplicity is 1. As for the largest force on an atom: 1.09 eV Å⁻¹. Its LUMO energy is 1.70 eV. The charge is -1. For the electronic energy, the calculation gives -77502.4735 eV. For the HOMO-LUMO gap, the calculation gives 0.1943 hartree. As for the HOMO energy: -3.6 eV. The energy above the lowest of the compared OMol25 structures with the same formula, charge and spin comes out at 13.7 kcal/mol.